Entry 1:
10
Properties=species:S:1:pos:R:3 method="wB97M-V/def2-TZVPD" spin_multiplicity=1 e_lumo_ev=0.24 homo_lumo_gap_ev=9.0 de_lowest_ev=5.361
O 1.170 -0.164 0.021
C 0.027 -0.715 -0.518
C 0.326 1.813 -0.432
C -0.977 -1.211 0.192
H 1.214 -0.390 0.963
H 0.037 -0.591 -1.592
H -0.268 1.806 0.514
H 1.305 2.223 -0.120
H -1.891 -1.506 -0.307
H -0.943 -1.265 1.278

Entry 2:
18
Properties=species:S:1:pos:R:3 method="wB97M-V/def2-TZVPD" smiles="N=C=O.CCCC" spin_multiplicity=1 e_lumo_ev=0.93 homo_lumo_gap_ev=11.3 de_lowest_ev=2.931
N 1.613 1.497 0.760
C 1.213 0.862 1.728
O 1.100 0.293 2.747
H 1.037 1.592 -0.065
C 0.129 -0.152 -2.006
C -0.462 -1.061 -0.921
C 0.067 -0.800 0.481
C -0.918 0.557 1.080
H -0.269 -0.422 -2.990
H -0.120 0.906 -1.845
H 1.222 -0.231 -2.062
H -1.546 -0.936 -0.872
H -0.271 -2.105 -1.202
H -0.199 -1.572 1.200
H 1.181 -0.879 0.409
H -1.660 -0.020 1.617
H -1.308 1.023 0.178
H -0.811 1.447 1.764

Entry 3:
93
Properties=species:S:1:pos:R:3 method="wB97M-V/def2-TZVPD" spin_multiplicity=5 e_lumo_ev="0.28 / -1.92" homo_lumo_gap_ev="8.5 / 7.2" s2=6.0136 de_lowest_ev=0.000
Co -0.282 0.615 0.481
C 0.427 -1.146 6.571
C 0.354 -0.707 5.139
C -0.077 -1.573 4.141
C -0.166 -1.127 2.837
N 0.152 0.122 2.481
C 0.578 0.956 3.431
C 0.693 0.587 4.756
H 0.731 -2.189 6.646
H -0.555 -1.054 7.039
H 1.127 -0.534 7.138
H -0.346 -2.596 4.372
H -0.510 -1.777 2.042
H 0.840 1.956 3.104
H 1.046 1.305 5.484
F 1.019 -0.618 -1.851
C 1.272 -0.280 -0.540
F 1.594 -1.486 0.089
C 2.591 0.483 -0.568
F 2.913 0.880 0.689
F 3.636 -0.209 -1.042
F 2.473 1.595 -1.321
C 3.074 4.188 0.690
Si 1.328 4.751 1.032
C 0.953 6.259 -0.015
C 1.120 5.144 2.862
As -0.239 3.067 0.491
Si -2.311 3.853 1.321
C -2.417 3.266 3.106
C -3.618 3.063 0.252
C -2.493 5.720 1.284
H 3.744 5.042 0.826
H 3.185 3.829 -0.332
H 3.397 3.389 1.357
H 1.613 7.077 0.285
H -0.078 6.603 0.080
H 1.145 6.046 -1.067
H 1.695 6.044 3.098
H 1.501 4.337 3.490
H 0.082 5.330 3.137
H -2.059 2.243 3.232
H -3.460 3.290 3.431
H -1.842 3.914 3.770
H -3.453 1.990 0.139
H -3.616 3.514 -0.743
H -4.609 3.217 0.688
H -1.779 6.228 1.935
H -3.497 5.964 1.640
H -2.393 6.126 0.277
C -5.432 -1.320 -2.560
C -4.933 -0.070 -1.844
C -3.797 0.583 -2.626
C -6.079 0.915 -1.648
O -4.497 -0.430 -0.526
Si -3.110 -1.155 -0.025
O -1.967 -0.059 0.161
O -2.696 -2.306 -1.109
C -2.311 -3.682 -1.027
C -3.540 -4.526 -0.697
C -1.230 -3.876 0.031
C -1.767 -4.039 -2.405
O -3.451 -1.928 1.388
C -4.184 -1.500 2.535
C -5.679 -1.624 2.258
C -3.776 -2.436 3.666
C -3.815 -0.061 2.882
H -5.825 -1.063 -3.545
H -6.226 -1.792 -1.979
H -4.617 -2.031 -2.681
H -4.149 0.903 -3.608
H -2.973 -0.117 -2.765
H -3.420 1.456 -2.089
H -6.510 1.201 -2.609
H -5.724 1.813 -1.143
H -6.860 0.460 -1.037
H -3.963 -4.212 0.256
H -3.270 -5.583 -0.631
H -4.298 -4.412 -1.472
H -1.636 -3.662 1.020
H -0.388 -3.215 -0.172
H -0.868 -4.906 0.022
H -2.537 -3.882 -3.163
H -1.453 -5.084 -2.439
H -0.913 -3.405 -2.642
H -5.935 -2.663 2.043
H -5.950 -1.015 1.397
H -6.257 -1.296 3.125
H -3.966 -3.471 3.378
H -4.340 -2.216 4.574
H -2.711 -2.325 3.881
H -4.157 0.621 2.101
H -2.731 0.033 2.970
H -4.273 0.235 3.829

Entry 4:
5
Properties=species:S:1:pos:R:3 method="wB97M-V/def2-TZVPD" spin_multiplicity=1 e_lumo_ev="-0.74 / -1.03" homo_lumo_gap_ev="9.0 / 9.8" de_lowest_ev=4.179
C 0.112 0.125 0.155
F 0.266 0.985 1.153
F 0.041 0.916 -0.944
Br 1.421 -1.134 0.133
H -1.840 -0.892 -0.497

Entry 5:
62
Properties=species:S:1:pos:R:3 method="wB97M-V/def2-TZVPD" spin_multiplicity=1 e_lumo_ev=2.25 homo_lumo_gap_ev=8.6 total_charge=-1 de_lowest_ev=7.434
O 0.992 3.258 3.401
H 0.511 2.456 3.801
H 1.671 2.683 2.905
O -2.920 -2.436 -0.469
H 0.056 3.368 2.196
H -1.903 -1.598 -0.189
O -0.214 -0.313 -4.700
H -2.716 -3.808 -3.435
H -0.828 -0.697 -4.015
O -1.850 -3.688 -2.889
H -2.314 -0.700 -1.836
H 1.180 1.833 0.268
O -4.755 2.360 -1.843
H -4.500 1.523 -1.868
H -4.421 2.773 -1.076
O -3.662 2.477 2.596
H -1.157 -1.969 1.392
H -3.006 2.147 1.935
O -1.680 -2.603 1.976
H -0.526 -0.724 -5.520
H -3.439 -2.493 0.331
O 2.476 1.091 3.428
H -2.222 -3.168 -2.054
H -4.306 2.815 2.056
O 1.543 4.750 -0.769
H 3.279 1.452 3.016
H -3.815 -0.961 -2.273
O -0.934 -0.902 -0.051
H -1.172 -3.361 1.854
H -0.338 -1.390 -0.583
O 2.706 -2.256 -1.148
H 0.629 0.001 -3.031
H 2.108 -1.672 -0.895
O 4.097 -0.042 -1.132
H 4.526 -0.828 -1.121
H 3.155 -0.197 -1.000
O -2.938 -0.454 -2.509
H 0.793 4.149 -0.749
H 1.010 5.350 -0.020
O 4.607 -1.214 1.894
H 4.601 -1.927 2.483
H 5.255 -0.625 1.479
O -4.365 0.525 -0.078
H 0.955 -1.942 1.597
H -4.059 0.464 0.799
O 0.653 0.454 -2.125
H -0.336 0.495 -1.731
O 1.564 1.094 0.818
H -4.337 -0.415 -0.394
H 0.941 0.328 0.629
O -0.185 -3.969 0.261
H 3.465 1.944 1.572
H 0.586 -3.424 -0.159
O 4.407 1.442 1.404
H 2.620 -1.662 1.104
H 4.012 0.952 0.670
O 1.517 -1.723 0.848
H 2.121 0.434 2.992
H -0.524 -4.433 -0.498
O -0.289 3.327 1.190
H -0.950 3.979 1.274
H 2.623 -2.331 -2.012